--- P ---
19
Properties=species:S:1:pos:R:3 method="wB97M-V/def2-TZVPD" spin_multiplicity=1 orbital_gap_ev=10.3139 homo_energy_ev=-9.26
O 0.3165 -1.1301 1.6607
C -1.6951 0.0240 -1.1810
C -0.2756 0.2119 1.5592
H 1.2524 1.5369 1.7360
H 2.3332 -0.1154 0.5542
C 0.2145 -0.5416 0.3844
C -0.8428 -1.0861 -0.5671
C 1.7947 0.1372 -1.4448
H 2.7985 0.3589 -1.7666
H -1.0752 0.7643 -1.6807
H -1.3269 0.1453 1.8439
C 1.5373 -0.1495 -0.1797
H -1.4780 -1.7716 -0.0030
H -2.2790 0.5361 -0.4200
H 0.1334 1.5802 2.9886
H 1.0402 0.1283 -2.2120
N 0.2744 1.4254 1.9928
H -2.3792 -0.3959 -1.9149
H -0.3435 -1.6583 -1.3503


--- Q ---
19
Properties=species:S:1:pos:R:3 method="wB97M-V/def2-TZVPD" spin_multiplicity=1 orbital_gap_ev=9.8653 homo_energy_ev=-8.85
C -0.4151 0.0164 0.7202
C -0.5899 2.0806 -0.8384
H 2.6861 -0.4593 -0.5043
H -2.5967 0.0819 1.1623
O 0.0474 3.1251 -0.8237
H 2.1678 -0.9979 1.1135
H -1.0777 2.0653 1.2693
N 0.5888 -0.4966 -0.2283
C -0.9700 1.3965 0.4225
H -0.6194 -2.0045 -1.0807
H 1.0913 -2.1366 -1.4429
C -1.8650 0.1866 0.3675
C 0.3795 -1.8761 -0.6507
H -0.2285 -0.2306 1.7653
C 1.9472 -0.3097 0.2890
H 2.0823 0.7126 0.6619
H -2.2154 -0.1681 -0.5935
H -0.9090 1.6025 -1.7815
H 0.4962 -2.5880 0.1725


--- R ---
19
Properties=species:S:1:pos:R:3 method="wB97M-V/def2-TZVPD" spin_multiplicity=1 orbital_gap_ev=10.0703 homo_energy_ev=-9.42
C -2.4335 0.1569 0.4091
H 2.8994 1.9756 0.7036
H 3.2167 -1.1790 -0.0129
H -0.5992 0.1061 -0.5568
C 2.1600 1.4294 1.3006
N 1.9593 0.1930 1.0327
H 2.9721 -0.3455 -2.1977
H 1.5990 1.9470 2.1441
H -1.0947 -1.4480 0.1399
H -2.8481 1.0171 -0.1295
H 2.0780 1.1690 -1.6178
C 2.4935 0.1908 -1.3706
H -1.2746 -1.4458 -2.3373
H -2.3913 -0.0521 -2.2720
C -2.0369 -0.9290 -1.7253
H -2.8619 -1.6239 -1.6876
C 2.5371 -0.3315 -0.1329
C -1.4435 -0.5735 -0.3912
O -2.8839 -0.1413 1.5071


Which of them is the most stable? Correct choice: P.


--- P ---
19
Properties=species:S:1:pos:R:3 method="wB97M-V/def2-TZVPD" spin_multiplicity=1 orbital_gap_ev=7.9751 homo_energy_ev=-7.22
H 0.3849 0.5792 -2.5926
O 0.3458 -1.0509 2.3081
C -0.2180 -1.7261 -1.3940
H -0.0391 -2.4995 -0.6410
H 2.1187 0.6255 2.1632
H -1.6721 -0.9994 0.6590
H 1.3184 1.6539 1.0834
H -1.8838 0.9177 2.0191
H 1.4614 0.7701 -1.2138
H -1.1155 -2.0103 -1.9536
C -1.1874 1.0017 1.1964
H -0.8510 1.9677 0.8398
N 1.4543 0.7126 1.4117
C 0.4006 0.7471 -1.5140
C -1.1062 -0.1422 0.3145
C -0.3237 -0.3559 -0.8099
C 0.3520 -0.1022 1.5616
H 0.5993 -1.8178 -2.1233
H -0.0386 1.7288 -1.3145


--- Q ---
19
Properties=species:S:1:pos:R:3 method="wB97M-V/def2-TZVPD" spin_multiplicity=1 orbital_gap_ev=9.2336 homo_energy_ev=-8.39
C -0.1189 0.9851 -1.8528
H 1.3106 -1.9360 1.3271
H 1.3314 -0.4313 2.3359
N -1.0471 -1.2793 -0.9353
H -0.6110 1.7503 -1.1327
C 0.2331 -0.1240 0.5613
H -0.0655 1.1305 2.2334
H -0.9429 0.7601 -2.5804
H 0.9123 1.2975 -2.2094
C -1.3202 -1.2078 0.3822
H -0.9124 1.7085 0.6082
H -1.8070 -1.4449 -1.6237
C 0.1216 -0.3748 -1.0180
C 1.2887 -0.8536 1.3294
H 1.0633 -0.8854 -1.4644
H 2.2454 -0.7254 0.9159
O -2.1667 -1.5968 1.1157
C -0.1244 1.2334 1.0896
H 0.6096 1.9940 0.9180


--- R ---
19
Properties=species:S:1:pos:R:3 method="wB97M-V/def2-TZVPD" spin_multiplicity=1 orbital_gap_ev=8.0375 homo_energy_ev=-7.15
H 2.3815 1.3591 -0.7492
H 1.3859 -2.6322 -0.3148
H -2.5190 -1.5432 1.2542
H -2.9203 -0.6771 -0.2537
C 2.2367 0.2984 -0.5133
H 0.4116 2.6911 -0.4072
O 0.5464 -2.2028 -0.5337
N 1.1024 0.0859 0.3591
H 2.1059 -0.2182 -1.4738
H 0.4113 -1.8427 1.5101
H 3.1460 -0.0819 -0.0396
H -0.8295 1.9280 -1.4594
H -2.7341 0.2235 1.2214
C -0.0846 0.6297 0.0905
H -1.2509 2.4163 0.1538
C -2.3364 -0.6352 0.6720
C -0.8795 -0.4460 0.3844
C 0.2592 -1.3523 0.5411
C -0.4324 1.9994 -0.4418


Which of them is the most stable? Correct choice: Q.